1.
57
Properties=species:S:1:pos:R:3:forces:R:3:lowdin_charge:R:1 method="wB97M-V/def2-TZVPD" e_homo_ev="-16.166 / -16.166" lumo_energy_ev="-11.2 / -11.2" s2=0.765 total_charge=+3 gap_ev="4.95 / 4.95" spin_multiplicity=2
Re 0.2980 0.4207 0.4719 -3.49 -0.78 -1.15 1.363
I -4.3053 -2.8623 -0.8781 0.22 -0.33 0.44 0.911
Se -2.6782 0.4484 -1.7825 0.18 0.58 0.62 0.882
Se -1.0749 2.5178 0.7396 -0.78 0.42 -0.13 0.886
O -1.2188 -1.3972 0.3606 2.51 1.35 -0.22 -0.136
O 5.7402 -5.0597 -0.4513 0.82 0.16 -1.61 0.241
O 4.7705 -5.3344 1.6008 -0.68 -0.31 1.65 0.213
N 1.6068 -1.1295 0.4579 0.17 -0.63 -0.06 -0.047
N -2.9644 -0.7801 1.6700 0.24 0.28 0.19 0.220
N 0.2752 -0.2105 2.4943 1.15 0.02 -0.24 -0.080
N 1.1772 0.5643 -1.4336 0.93 -0.39 0.79 -0.067
C -0.4029 0.3350 3.5058 -0.34 0.64 0.53 -0.114
C 3.2315 -2.4498 -0.6919 -0.77 1.05 -0.31 0.069
C -2.2879 -1.6549 0.9342 -1.24 -0.30 0.45 -0.686
C -2.1437 3.1792 -0.8053 -0.19 0.28 -0.26 -0.468
C 0.7910 -2.0716 3.9143 0.06 0.23 -0.50 0.057
C -3.2750 2.2767 -1.2561 0.18 -0.66 0.15 -0.483
C 1.7262 -1.8657 1.5704 0.55 -1.06 0.38 -0.159
C 2.0819 -0.4105 -1.7326 0.25 -0.05 -0.55 -0.157
C -3.2089 0.4376 -3.6408 -0.04 0.25 -0.35 -0.361
C 0.0416 -1.5138 4.9426 -0.04 0.24 -0.16 0.032
C 1.6565 1.6186 -3.5302 -0.03 -0.27 0.17 0.021
C 2.6045 -2.9694 1.6062 -1.02 0.99 0.35 0.064
C -2.8976 -3.0140 0.7727 -0.10 0.12 -0.51 -0.488
C 0.1211 4.0369 0.9285 0.35 0.27 0.08 -0.305
C 2.3115 -1.3777 -0.6526 0.88 -0.73 -0.35 -0.150
C 2.5447 0.6044 -3.8641 -0.21 0.12 0.19 0.037
C -0.5383 -0.2683 4.7449 0.03 -0.26 -0.23 0.016
C 2.7595 -0.4162 -2.9489 -0.26 -0.05 0.37 0.057
C 0.9166 -1.3918 2.7050 -0.21 -0.49 0.51 -0.172
C 5.2838 -5.2285 0.5811 -0.05 0.04 -0.01 -0.447
C 3.2823 -3.1641 0.4531 0.52 -0.65 -0.07 0.128
C 0.9940 1.5471 -2.3193 -0.19 0.87 -0.26 -0.098
H -2.6414 0.1737 1.7637 -0.15 -0.14 -0.05 0.077
H -4.0321 2.1666 -0.4746 0.11 0.00 -0.12 0.075
H 0.6601 4.2321 0.0009 -0.11 -0.10 0.04 0.046
H 3.4595 -1.1992 -3.1868 0.08 -0.13 0.06 0.132
H -2.7772 1.2969 -4.1500 -0.02 -0.10 -0.05 0.035
H -3.8539 -1.0184 2.0846 0.03 -0.02 -0.08 0.144
H -2.1430 -3.7416 0.4879 -0.07 0.06 0.00 0.066
H -3.4477 -3.3417 1.6527 -0.01 0.07 -0.09 0.069
H 1.2599 -3.0319 4.0612 0.11 -0.04 -0.06 0.133
H 0.2884 2.3174 -2.0362 0.05 -0.10 -0.02 0.086
H 1.4810 2.4522 -4.1918 -0.08 0.05 -0.04 0.136
H 3.0640 0.6190 -4.8116 0.07 -0.03 -0.02 0.144
H -0.8616 1.3010 3.3183 0.07 -0.10 0.02 0.090
H -3.7601 2.7137 -2.1323 0.10 0.02 0.09 0.092
H -4.2950 0.4612 -3.7145 0.06 0.00 0.11 0.046
H -1.4593 3.3989 -1.6277 0.06 -0.06 0.17 0.068
H 3.8430 -2.6637 -1.5550 0.04 -0.04 -0.08 0.135
H 0.8322 3.8127 1.7240 -0.07 -0.03 -0.03 0.042
H 2.7190 -3.5914 2.4804 0.10 -0.06 0.06 0.132
H -1.1046 0.2143 5.5259 -0.04 0.10 0.01 0.136
H -0.0799 -2.0399 5.8784 0.05 -0.01 0.07 0.142
H -2.8454 -0.4849 -4.0880 0.06 0.01 0.08 0.036
H -2.5651 4.1267 -0.4466 0.22 -0.13 0.08 0.096
H -0.4645 4.9111 1.2164 -0.05 -0.19 -0.06 0.058

---

2.
51
Properties=species:S:1:pos:R:3:forces:R:3:lowdin_charge:R:1 method="wB97M-V/def2-TZVPD" e_homo_ev="3.244 / -1.797" lumo_energy_ev="4.9 / 4.9" s2=8.806 total_charge=-2 gap_ev="1.65 / 6.65" spin_multiplicity=6
Mn -0.1320 0.0643 -0.2431 2.55 -2.24 3.07 0.465
O 0.1267 0.4258 2.1721 -0.54 2.34 0.97 -0.088
O 0.0243 2.7132 2.4741 -0.18 -1.62 0.41 -0.080
N -1.4760 -0.8162 0.2852 -2.43 -2.49 0.29 -0.160
N -0.1986 -0.9653 4.6179 -0.13 -0.22 0.09 0.098
C -1.9626 0.0262 5.9140 0.21 0.48 -0.02 -0.211
C 2.0990 -0.1305 4.4973 0.05 -0.64 -0.33 -0.167
C 0.3665 2.2150 -0.3788 -0.33 1.32 -1.46 -0.163
C 0.9561 -1.8095 -0.8875 -0.44 -0.50 0.71 -0.204
C -2.6961 1.1373 6.3135 -0.08 0.02 -0.46 -0.194
C -0.2018 1.5093 2.8241 1.25 -0.16 -1.87 -0.547
C -1.0264 0.1457 4.8636 0.12 0.08 -0.32 -0.216
C -0.8585 0.9248 -1.8966 1.01 2.12 -1.54 -0.225
C -1.6632 2.4639 4.5854 -0.40 -0.54 -0.01 -0.051
C 1.2903 1.5531 -1.2383 -0.82 0.43 0.18 -0.147
C -2.5443 2.3657 5.6550 0.33 -0.10 0.08 -0.147
C 0.5526 0.7583 -2.1649 -1.21 1.15 -1.21 -0.221
C 2.7148 -2.3427 2.8615 -0.10 0.13 0.30 -0.115
C 1.1167 -1.0794 4.1448 -0.62 0.49 0.32 -0.226
C 1.4397 -2.2129 3.3858 0.22 0.29 0.00 -0.099
C 4.4473 0.7162 4.2371 0.60 0.40 0.07 -0.084
C 3.3743 -0.2836 3.9450 -0.27 -0.18 0.02 -0.253
C -0.1163 -2.3212 -0.0655 -0.04 -0.24 -0.23 -0.175
C -0.9772 1.8516 -0.7739 1.00 0.62 -1.08 -0.173
C 1.8643 0.9932 5.4553 0.12 0.37 0.17 -0.053
C 3.6719 -1.3737 3.1339 0.08 0.05 -0.05 -0.092
C -0.9653 1.3495 4.1142 0.07 -0.57 0.68 -0.094
H 4.1921 1.7334 3.8998 -0.09 -0.27 0.11 0.083
H 2.3726 1.7097 -1.2504 -0.45 -0.37 0.27 0.102
H 0.8821 0.9848 5.9263 0.25 -0.10 -0.01 0.071
H -0.6807 -1.8501 4.7097 -0.02 -0.08 0.05 0.050
H 1.9755 1.9573 4.9450 -0.14 -0.02 0.02 0.090
H 0.8843 -1.9448 -1.9766 -0.07 0.18 0.57 0.031
H 0.6082 3.0034 0.3318 -0.12 -0.79 0.12 0.091
H 4.6797 -1.4424 2.7371 -0.05 -0.12 -0.11 0.084
H -2.2643 -0.9944 0.9371 1.31 0.18 -0.34 -0.009
H -1.6730 0.5722 -2.5122 0.08 -0.26 0.26 0.093
H -2.0660 -0.9243 6.4429 0.12 0.24 -0.14 0.011
H 2.6365 0.9731 6.2383 -0.20 -0.03 -0.05 0.070
H -0.9179 -2.8938 -0.5659 0.54 0.43 0.39 0.056
H -1.8971 2.3199 -0.4399 0.25 -0.39 0.26 0.108
H 0.9606 0.2065 -3.0112 -0.08 -0.03 0.51 0.092
H -1.5293 3.3789 4.0249 -0.06 0.02 0.02 0.099
H 0.6660 -2.9447 3.1699 0.05 0.16 0.03 0.068
H 5.3754 0.4361 3.7247 -0.12 0.02 0.04 0.061
H -3.1067 3.2506 5.9426 0.00 -0.17 0.16 0.071
H 1.9862 -1.7832 -0.4966 -0.64 0.03 0.00 0.040
H 0.1592 -2.7253 0.9325 -0.45 0.77 -0.63 0.054
H 2.9649 -3.1902 2.2387 0.00 -0.11 -0.05 0.086
H 4.6904 0.7887 5.3087 -0.17 -0.02 -0.20 0.070
H -3.3985 1.0594 7.1383 0.04 -0.07 -0.05 0.055

---

3.
58
Properties=species:S:1:pos:R:3:forces:R:3:lowdin_charge:R:1 method="wB97M-V/def2-TZVPD" e_homo_ev="-10.591 / -10.011" lumo_energy_ev="-3.3 / -7.2" s2=6.052 total_charge=+1 gap_ev="7.28 / 2.80" spin_multiplicity=5
Mn 0.7440 1.2799 -0.1764 -0.48 0.36 -0.46 0.559
S -0.3017 -0.0863 1.4065 0.01 -0.29 -0.07 0.694
S 3.5374 1.1972 -0.3664 -1.90 3.05 -0.29 0.640
O -0.6192 1.1438 -1.6713 0.21 -1.05 1.64 -0.120
O 2.6390 0.6468 -1.4023 0.81 0.38 0.29 -0.335
O 4.6582 2.0363 -0.6997 -0.46 -1.19 -0.08 -0.243
N -1.8745 -0.6506 -0.7747 -0.69 -0.93 0.05 0.111
N 5.1205 -3.4304 2.8616 -0.34 0.98 -0.85 0.255
N 3.0162 4.2440 0.7209 0.25 0.03 0.44 0.150
N 2.5111 1.8916 0.7117 0.43 -1.07 -0.62 -0.161
N -2.3041 -1.8187 1.1833 -0.21 0.68 -0.16 -0.122
N 0.8375 3.3819 0.5158 -0.22 -0.21 -0.50 0.061
C 0.3312 4.6059 0.3736 -0.14 0.51 0.11 -0.074
C 1.1382 5.7475 0.4644 0.35 -0.95 0.01 -0.009
C -1.6738 0.9401 -4.0507 -0.19 -0.28 0.04 -0.010
C -3.0128 -1.1901 3.5191 -0.26 0.11 0.33 -0.082
C 4.0445 -0.1859 0.5316 -0.38 -1.01 0.43 -0.232
C 3.4754 -1.4370 0.2712 -0.06 -1.38 0.39 0.016
C -3.6293 -0.9494 -4.6168 0.23 0.04 -0.06 -0.070
C -4.6752 -1.5219 0.3640 -0.74 -0.18 0.47 -0.077
C -2.1528 -2.0802 2.6364 0.57 -0.14 -0.65 -0.256
C 4.7654 -2.3729 2.1059 0.05 -0.73 0.70 -0.241
C 2.5046 5.4696 0.6495 -0.55 0.12 0.05 -0.085
C -1.4695 0.1769 -1.7374 0.86 0.84 1.29 -0.390
C -2.2361 0.8906 -5.3144 0.08 -0.46 -0.09 -0.068
C -1.5800 -0.8819 0.5100 0.34 0.28 -0.11 -0.660
C -3.4871 -2.4382 0.5559 0.68 -0.27 -0.17 -0.212
C 3.8465 -2.5308 1.0491 -0.64 1.02 -1.15 0.053
C -2.0985 0.0451 -3.0521 -0.21 0.15 -0.93 -0.146
C -3.0904 -0.8937 -3.3368 0.22 0.46 -0.48 -0.016
C 5.2534 -1.0768 2.3955 0.33 0.67 -0.18 0.045
C 2.1580 3.2521 0.6866 0.36 -0.18 -0.66 -0.464
C -3.1725 -0.0947 -5.6196 -0.41 0.16 0.47 -0.070
C 4.9050 -0.0109 1.6026 1.11 -0.09 1.15 0.000
H -3.1507 -2.8388 -0.4008 -0.13 0.03 -0.08 0.108
H -3.7412 -3.3014 1.1912 -0.04 0.36 -0.23 0.120
H -4.0828 -1.4764 3.4896 0.60 0.09 0.12 0.077
H 0.7551 6.7613 0.3684 0.09 -0.35 0.06 0.111
H 2.7272 -1.5543 -0.5131 0.34 0.10 0.16 0.133
H -0.8858 1.6459 -3.8139 -0.24 -0.03 -0.08 0.115
H 3.2462 6.2415 0.7664 -0.03 0.42 -0.15 0.114
H 5.8349 -3.3318 3.5654 -0.04 -0.14 0.16 0.143
H -5.0704 -1.1753 1.3385 0.20 -0.07 -0.51 0.074
H 5.3035 0.9776 1.8083 -0.06 -0.08 0.01 0.144
H -2.3798 -3.1519 2.7896 0.05 0.52 -0.06 0.121
H -0.7470 4.6268 0.1849 0.41 0.23 0.07 0.130
H 3.4360 -3.4985 0.8488 -0.23 -0.39 -0.11 0.127
H -2.6297 -1.2480 4.5540 -0.39 -0.08 -0.37 0.084
H -2.9395 -0.1384 3.2192 0.07 -0.21 -0.05 0.073
H -1.0906 -1.9383 2.8623 -0.29 -0.04 0.09 0.056
H -5.4649 -2.1215 -0.1112 0.07 0.25 0.10 0.083
H 5.9072 -0.9692 3.2448 0.15 0.24 0.11 0.131
H -3.6128 -0.1629 -6.6081 0.12 0.06 0.03 0.106
H -4.4749 -0.6626 -0.2749 0.19 -0.09 0.08 0.066
H -1.9184 1.5791 -6.0809 0.09 0.10 -0.07 0.104
H -3.4250 -1.5645 -2.5735 -0.12 -0.21 0.33 0.091
H 4.7052 -4.3346 2.6845 0.19 -0.03 0.10 0.145
H -4.4104 -1.6624 -4.8362 0.00 -0.10 -0.04 0.103

---

4.
61
Properties=species:S:1:pos:R:3:forces:R:3:lowdin_charge:R:1 method="wB97M-V/def2-TZVPD" e_homo_ev="-5.452 / -5.496" lumo_energy_ev="2.0 / 1.9" s2=8.756 total_charge=-1 gap_ev="7.45 / 7.39" spin_multiplicity=6
Mn -0.0317 -0.6803 0.2345 -0.39 0.29 -0.93 0.701
S 0.1172 6.3908 1.3671 -0.03 -0.01 0.08 0.387
S -0.5861 -2.5052 -1.4875 0.13 0.00 0.05 0.595
O -2.2467 -0.2195 -0.1200 0.22 0.03 0.07 -0.214
O -1.1113 -1.2372 1.8556 -0.20 -0.25 0.67 -0.238
O 1.5286 6.4754 1.7227 0.07 -0.01 0.04 -0.384
O -0.3148 7.3780 0.3911 0.03 0.00 0.00 -0.362
O -0.7808 6.2318 2.5004 -0.03 0.00 0.06 -0.374
N 2.0804 -2.8207 -0.8553 -0.42 0.06 -0.04 -0.009
N -2.3720 -1.4516 1.7773 0.22 0.10 0.00 -0.010
N -0.1193 1.0889 -1.4247 -0.08 -0.14 0.03 0.056
N 1.5021 0.6686 1.1086 -0.17 -0.12 0.33 0.047
N 1.9294 -1.6234 -0.2233 0.02 -0.09 -0.07 -0.050
N -2.9057 -0.9111 0.7582 -0.59 -0.06 -0.04 -0.237
N 1.0434 -4.5448 -1.8774 -0.24 -0.08 0.01 -0.047
C 1.2551 1.7659 1.8176 0.08 -0.02 0.02 -0.097
C 3.5671 2.2331 2.0324 0.17 -0.11 -0.09 -0.038
C -6.4913 -1.6799 1.3884 0.02 0.02 -0.01 -0.088
C -5.1358 -1.5104 1.6183 -0.05 -0.05 0.07 -0.022
C -0.1620 2.4039 -0.8720 0.21 -0.10 -0.10 -0.333
C 4.3724 -1.3449 -0.3056 0.02 -0.06 -0.01 -0.033
C 1.0914 4.3516 -0.2115 -0.02 0.02 0.01 -0.072
C -4.8425 -0.8490 -0.6865 -0.12 0.02 -0.10 -0.010
C 0.0001 4.8264 0.5021 -0.17 -0.13 -0.30 -0.273
C 2.2636 2.5890 2.3017 -0.18 0.00 0.04 -0.028
C 1.0105 3.1477 -0.8909 0.08 0.11 -0.06 -0.062
C -7.0305 -1.4378 0.1301 0.02 -0.01 0.03 -0.101
C 2.1518 -5.4433 -1.6060 -0.02 0.07 -0.04 -0.265
C -6.2036 -1.0225 -0.9018 0.05 0.02 -0.02 -0.081
C 2.7661 0.3110 0.8509 0.16 -0.33 -0.28 -0.215
C -1.2756 2.8907 -0.2026 -0.03 -0.03 0.10 -0.039
C 3.2891 -5.3032 -2.6087 0.02 0.02 -0.03 -0.100
C 2.9784 -0.9488 0.0645 0.11 0.46 0.37 -0.263
C 0.9433 -3.2910 -1.3606 0.65 0.02 0.03 -0.833
C 3.8281 1.0770 1.3000 0.05 0.18 0.09 -0.013
C -4.3261 -1.1013 0.5696 0.42 0.07 0.02 -0.159
C -1.1861 4.0974 0.4822 0.12 0.08 0.09 -0.049
H 2.5218 -5.2456 -0.5997 0.00 0.01 0.02 0.102
H -2.1793 2.2944 -0.1684 0.00 0.01 0.00 0.100
H 4.1499 -5.9028 -2.3045 -0.02 -0.02 -0.01 0.065
H 0.6211 1.0207 -2.1104 -0.05 -0.15 -0.05 0.096
H 2.9771 -5.6273 -3.6030 0.00 0.02 0.00 0.066
H -6.6149 -0.8272 -1.8838 0.00 0.00 0.01 0.101
H -7.1319 -1.9929 2.2029 0.00 0.00 -0.01 0.100
H 4.3847 2.8532 2.3770 0.00 0.00 0.00 0.112
H -4.1758 -0.5224 -1.4703 -0.01 0.00 0.00 0.112
H 1.7527 -6.4590 -1.6236 0.03 -0.02 0.00 0.108
H 0.2121 2.0130 1.9774 0.03 -0.01 0.02 0.126
H -0.9877 0.7574 -1.8281 -0.07 0.15 0.01 0.078
H 4.9656 -1.5643 0.5861 -0.02 0.00 0.00 0.088
H 4.8432 0.7771 1.0839 0.01 0.04 0.01 0.101
H 4.8714 -0.5339 -0.8404 -0.01 -0.01 0.00 0.084
H 1.8846 2.7496 -1.4011 -0.02 0.03 0.00 0.111
H -8.0914 -1.5672 -0.0406 0.00 0.00 0.00 0.097
H 2.0102 3.4945 2.8362 0.01 0.02 -0.03 0.122
H -4.7040 -1.6890 2.5917 -0.01 0.00 -0.01 0.107
H 0.1666 -4.9296 -2.1819 0.03 -0.03 -0.03 0.095
H 4.3438 -2.2305 -0.9320 0.00 0.00 -0.01 0.055
H 2.0127 4.9198 -0.1890 -0.01 0.00 -0.01 0.114
H 3.5997 -4.2605 -2.6676 0.00 -0.01 0.02 0.057
H -2.0285 4.4715 1.0502 -0.01 0.01 -0.03 0.114

---

5.
50
Properties=species:S:1:pos:R:3:forces:R:3:lowdin_charge:R:1 method="wB97M-V/def2-TZVPD" smiles="CN(C)/C=C(/C#N)C(=O)c1cccc(Oc2ccc(C(C)(C)C)cc2)c1" e_homo_ev=-8.490 lumo_energy_ev=0.0 total_charge=0 gap_ev=8.51
O 0.9870 -0.2289 -1.2324 0.06 -0.01 -0.22 0.043
O -3.5922 1.7858 -1.6000 -0.05 -0.18 0.26 0.114
N -6.3682 2.6549 0.6694 -0.24 0.33 0.11 0.153
N -4.8551 -1.7745 0.0882 -0.14 0.31 0.12 -0.195
C -1.1075 -0.4123 1.7767 0.04 -0.03 0.00 -0.058
C 0.0112 -0.5181 0.9698 0.17 -0.07 -0.15 -0.008
C 2.6882 0.7478 0.2013 -0.25 0.03 -0.13 -0.007
C 7.3660 -0.8091 -0.3704 -0.19 0.15 0.11 -0.068
C 6.4400 0.1462 0.3871 0.19 0.02 0.06 -0.563
C -2.3005 0.0753 1.2751 -0.14 0.06 -0.13 -0.034
C -5.3733 -2.9672 0.7066 -0.08 -0.29 0.17 -0.047
C 4.0201 0.8203 0.5567 -0.02 -0.07 -0.05 -0.023
C 4.9882 0.0218 -0.0478 0.04 -0.06 -0.05 -0.183
C 6.9176 1.5820 0.1279 -0.03 -0.18 0.03 -0.044
C -3.6280 1.0269 -0.6531 0.20 0.02 -0.16 -0.356
C -5.7057 1.7639 0.3758 -0.40 0.29 0.10 -0.221
C -5.3145 -0.5647 0.4391 -0.04 -0.07 -0.17 -0.048
C -1.2494 0.3857 -0.8675 0.23 -0.03 0.03 0.069
C 2.2843 -0.1476 -0.7814 0.51 -0.04 0.06 -0.261
C -3.8645 -1.9930 -0.9317 0.29 -0.07 -0.22 -0.026
C 6.5443 -0.1745 1.8849 0.01 0.03 -0.19 -0.046
C -2.3779 0.4642 -0.0605 0.50 0.04 0.08 -0.172
C -4.8837 0.6696 0.0490 0.09 -0.32 -0.14 -0.178
C 3.2345 -0.9435 -1.4046 -0.47 0.08 0.03 0.010
C 4.5656 -0.8547 -1.0399 0.05 0.09 0.11 -0.018
C -0.0525 -0.1052 -0.3597 -0.53 0.00 0.28 -0.244
H 7.9618 1.6866 0.4144 0.13 0.04 0.04 0.084
H 5.9555 0.5169 2.4811 -0.07 0.07 0.10 0.075
H -2.8647 -2.1280 -0.5086 -0.04 0.01 -0.06 0.099
H 8.3865 -0.6809 -0.0155 0.09 0.01 0.03 0.084
H -3.1598 0.1709 1.9214 -0.06 0.01 0.01 0.116
H -3.8419 -1.1471 -1.6169 -0.01 -0.09 -0.04 0.101
H 7.5801 -0.1072 2.2106 0.13 0.02 0.06 0.083
H -6.1282 -2.7159 1.4478 0.02 0.02 0.01 0.090
H 0.9334 -0.9185 1.3648 0.04 -0.02 0.03 0.122
H -4.1280 -2.8915 -1.4937 -0.03 0.03 0.01 0.098
H 2.9190 -1.6253 -2.1792 -0.05 -0.07 -0.08 0.120
H 4.3017 1.5272 1.3223 0.05 0.08 0.08 0.111
H 6.3354 2.3025 0.6953 -0.06 0.11 0.06 0.076
H 7.3541 -0.6017 -1.4377 0.02 -0.03 -0.15 0.085
H 7.0808 -1.8454 -0.2040 -0.01 -0.14 -0.03 0.085
H 1.9622 1.3923 0.6758 -0.03 0.04 0.03 0.124
H -1.0446 -0.7189 2.8104 0.01 -0.01 0.08 0.108
H 6.1866 -1.1836 2.0793 -0.03 -0.10 0.06 0.090
H 5.2708 -1.4908 -1.5485 0.11 -0.06 -0.04 0.102
H -4.5663 -3.5144 1.2019 -0.07 -0.02 0.03 0.097
H 6.8231 1.8241 -0.9285 0.01 0.06 -0.11 0.091
H -5.8225 -3.6237 -0.0442 0.03 0.02 0.02 0.094
H -6.1991 -0.5956 1.0672 0.02 -0.02 0.01 0.142
H -1.3043 0.7056 -1.8967 0.00 0.05 -0.11 0.137

---

no.,DFT total energy (eV)
1,-176201.938
2,-61593.005
3,-91270.318
4,-96864.666
5,-30277.857